Arrangement i

ORCA calculation (ωB97M-V/def2-TZVPD) on a molecular structure, C32H38BF6N2S5Y.

Calculated values
highest occupied orbital energy = -6.6 eV
LUMO energy = -1.064 eV
total charge = 0

Cartesian coordinates (Å):
Y  -0.27  1.75  0.51
C  -4.20  4.00  1.99
C  -2.85  4.31  2.62
S  -1.67  2.95  2.84
C  -2.63  1.69  3.70
C  -3.56  0.78  2.88
S  -2.99  0.33  1.21
C  -4.46  0.60  0.20
C  -5.18  1.94  0.34
S  -4.12  3.40  0.28
H  -4.78  4.92  2.01
H  -4.74  3.27  2.59
H  -3.01  4.76  3.61
H  -2.30  5.03  2.02
H  -3.22  2.18  4.48
H  -1.88  1.09  4.20
H  -4.54  1.23  2.76
H  -3.70  -0.15  3.43
H  -5.16  -0.21  0.39
H  -4.09  0.47  -0.81
H  -5.77  1.98  1.26
H  -5.90  2.02  -0.48
S  1.68  1.30  -1.65
C  1.21  -0.29  -1.75
N  2.00  -1.32  -1.48
C  1.52  -2.68  -1.60
C  0.61  -2.79  -2.79
N  -0.45  -1.79  -2.69
C  -1.78  -2.17  -3.17
C  -2.70  -2.69  -2.09
C  -3.97  -3.13  -2.47
C  -4.85  -3.61  -1.51
C  -4.48  -3.65  -0.18
C  -3.22  -3.20  0.20
C  -2.34  -2.73  -0.76
C  -0.23  -0.61  -2.13
S  -1.43  0.50  -1.85
C  3.29  -1.16  -0.80
C  4.46  -1.46  -1.70
C  4.60  -0.78  -2.91
C  5.68  -1.03  -3.74
C  6.63  -1.97  -3.37
C  6.50  -2.65  -2.16
C  5.42  -2.39  -1.34
H  1.01  -2.97  -0.68
H  2.39  -3.33  -1.74
H  0.14  -3.77  -2.82
H  1.17  -2.64  -3.72
H  -1.63  -2.93  -3.94
H  -2.22  -1.29  -3.65
H  -4.26  -3.10  -3.51
H  -5.83  -3.95  -1.82
H  -5.17  -4.02  0.57
H  -2.92  -3.20  1.24
H  -1.38  -2.35  -0.42
H  3.28  -1.85  0.05
H  3.34  -0.15  -0.40
H  3.86  -0.03  -3.19
H  5.78  -0.49  -4.67
H  7.48  -2.17  -4.01
H  7.25  -3.38  -1.87
H  5.32  -2.92  -0.40
F  -1.19  4.86  0.10
C  -1.00  3.74  -0.76
F  0.11  4.12  -1.54
H  -1.84  3.81  -1.46
C  1.60  3.06  1.24
C  2.73  2.25  1.72
C  3.88  2.05  0.94
C  4.91  1.22  1.36
C  4.82  0.55  2.57
C  3.70  0.74  3.36
C  2.68  1.57  2.95
H  1.88  3.73  0.43
H  1.18  3.68  2.05
H  3.97  2.58  0.00
H  5.78  1.10  0.73
H  5.62  -0.10  2.90
H  3.61  0.22  4.31
H  1.80  1.70  3.58
F  0.72  -0.58  0.80
B  0.22  -0.94  2.13
F  -0.41  0.32  2.52
F  -0.73  -1.91  1.98
F  1.23  -1.27  2.97

***

Arrangement ii

ORCA calculation (ωB97M-V/def2-TZVPD) on a molecular structure, C32H38BF6N2S5Y.

Calculated values
highest occupied orbital energy = -6.8 eV
LUMO energy = -1.035 eV
total charge = 0

Cartesian coordinates (Å):
Y  -0.22  -0.58  1.30
C  -0.92  1.48  5.88
C  -1.76  1.61  4.61
S  -0.90  1.75  3.01
C  0.66  2.57  3.36
C  1.81  1.73  3.94
S  1.96  0.04  3.29
C  1.56  -0.95  4.76
C  0.09  -1.13  5.11
S  -0.56  -0.18  6.50
H  -1.50  1.90  6.70
H  -0.02  2.09  5.82
H  -2.36  2.52  4.69
H  -2.44  0.77  4.49
H  0.47  3.44  4.00
H  0.96  2.97  2.39
H  1.74  1.64  5.02
H  2.75  2.24  3.72
H  2.13  -0.54  5.60
H  1.99  -1.92  4.52
H  -0.06  -2.17  5.44
H  -0.57  -1.02  4.25
S  -2.17  0.03  -0.82
C  -1.03  0.51  -1.95
N  -0.82  -0.09  -3.10
C  0.03  0.54  -4.12
C  -0.21  2.03  -4.08
N  0.06  2.52  -2.74
C  0.71  3.82  -2.64
C  2.15  3.79  -3.11
C  2.99  2.75  -2.73
C  4.31  2.74  -3.15
C  4.80  3.77  -3.95
C  3.96  4.81  -4.32
C  2.64  4.82  -3.91
C  -0.21  1.76  -1.68
S  0.30  2.09  -0.14
C  -1.35  -1.41  -3.44
C  -2.39  -1.33  -4.52
C  -2.23  -2.02  -5.72
C  -3.19  -1.94  -6.72
C  -4.32  -1.16  -6.52
C  -4.49  -0.47  -5.33
C  -3.53  -0.55  -4.34
H  -0.27  0.14  -5.09
H  1.07  0.30  -3.93
H  -1.24  2.27  -4.37
H  0.47  2.53  -4.77
H  0.65  4.15  -1.60
H  0.13  4.52  -3.25
H  2.62  1.94  -2.11
H  4.96  1.92  -2.86
H  5.83  3.76  -4.27
H  4.34  5.61  -4.94
H  1.98  5.63  -4.21
H  -1.75  -1.84  -2.53
H  -0.50  -2.02  -3.76
H  -1.34  -2.63  -5.87
H  -3.06  -2.48  -7.64
H  -5.07  -1.10  -7.30
H  -5.38  0.13  -5.18
H  -3.67  -0.02  -3.40
F  -2.62  -1.30  3.55
C  -2.52  -0.96  2.18
F  -3.29  0.23  2.10
H  -3.15  -1.71  1.68
C  0.25  -2.89  1.75
C  0.15  -3.69  2.98
C  -1.09  -4.03  3.55
C  -1.17  -4.72  4.75
C  -0.02  -5.10  5.43
C  1.21  -4.80  4.87
C  1.29  -4.12  3.66
H  -0.54  -3.18  1.03
H  1.21  -3.08  1.24
H  -2.00  -3.72  3.05
H  -2.15  -4.95  5.16
H  -0.09  -5.64  6.37
H  2.12  -5.12  5.37
H  2.27  -3.92  3.23
F  0.56  -1.47  -0.78
B  1.97  -1.09  -0.87
F  2.16  -0.36  0.33
F  2.76  -2.20  -0.94
F  2.11  -0.26  -1.98

***

Last place for stability: arrangement ii

***

Arrangement i

ORCA calculation (ωB97M-V/def2-TZVPD) on 2 unconnected molecules or ions with the total composition C4H4S2.

Calculated values
highest occupied orbital energy (spin up / spin down) = -7.9 / -7.5 eV
LUMO energy (spin up / spin down) = -0.560 / -0.643 eV
total charge = 0

Cartesian coordinates (Å):
C  -2.25  -0.08  -0.59
C  -1.29  0.39  -0.05
C  1.35  -1.46  0.50
C  -0.21  0.86  0.60
S  2.67  -0.73  0.00
S  1.03  1.87  -0.18
H  -3.08  -0.65  -1.02
H  1.25  -2.58  0.59
H  0.08  0.27  1.46
H  0.45  2.11  -1.31

***

Arrangement ii

ORCA calculation (ωB97M-V/def2-TZVPD) on C4H4S2 in the gas phase.

Calculated values
highest occupied orbital energy (spin up / spin down) = -8.7 / -8.7 eV
LUMO energy (spin up / spin down) = -1.434 / -1.433 eV
total charge = 0

Cartesian coordinates (Å):
C  1.22  0.48  -0.07
C  1.43  -0.23  -1.14
C  -1.64  0.30  0.49
C  -0.59  -0.59  0.32
S  -2.28  0.67  1.99
S  0.03  -1.29  -1.39
H  1.74  1.33  0.49
H  2.41  -0.47  -1.61
H  -2.05  0.82  -0.32
H  -0.28  -1.03  1.25

***

Arrangement iii

ORCA calculation (ωB97M-V/def2-TZVPD) on C4H4S2 in the gas phase.

Calculated values
highest occupied orbital energy = -8.0 eV
SMILES = C1=CSC=CS1
LUMO energy = 0.777 eV
total charge = 0

Cartesian coordinates (Å):
C  -0.97  -1.20  -0.07
C  -0.14  -1.34  0.96
C  1.01  1.11  0.02
C  0.15  1.20  -0.99
H  -2.08  -1.52  -0.11
H  -0.42  -1.69  1.93
H  1.57  1.92  0.44
H  0.12  2.14  -1.57
S  -0.69  -0.25  -1.57
S  1.45  -0.36  0.96

***

Last place for stability: arrangement i

***

Arrangement i

ORCA calculation (ωB97M-V/def2-TZVPD) on 2 unconnected molecules or ions with the total composition C6H15NO.

Calculated values
highest occupied orbital energy = -8.6 eV
SMILES = C/C=C/O.CCNC
LUMO energy = 0.894 eV
total charge = 0

Cartesian coordinates (Å):
C  -2.89  -1.87  -0.91
C  -2.02  -1.56  0.33
N  -1.35  -0.28  0.08
C  -0.66  0.21  1.27
H  -3.67  -2.63  -0.77
H  -2.21  -2.19  -1.73
H  -3.43  -0.96  -1.28
H  -1.34  -2.40  0.39
H  -2.63  -1.51  1.21
H  -2.04  0.39  -0.28
H  -0.30  1.26  1.20
H  -1.38  0.22  2.11
H  0.21  -0.43  1.55
C  2.47  0.89  -1.83
C  2.14  1.65  -0.55
C  2.43  1.15  0.67
O  2.14  1.82  1.87
H  3.04  1.56  -2.51
H  3.05  -0.01  -1.50
H  1.52  0.51  -2.27
H  1.57  2.58  -0.50
H  2.90  0.17  0.77
H  2.46  1.44  2.68

***

Arrangement ii

ORCA calculation (ωB97M-V/def2-TZVPD) on 2 unconnected molecules or ions with the total composition C6H15NO.

Calculated values
highest occupied orbital energy = -8.1 eV
SMILES = CC/C(C)=C(/C)N.O
LUMO energy = 0.819 eV
total charge = 0

Cartesian coordinates (Å):
C  1.34  -0.12  -2.54
C  0.18  0.33  -1.65
N  0.85  1.07  1.12
C  0.33  -0.22  0.79
C  -0.01  -0.56  -0.46
C  -0.63  -1.91  -0.72
C  0.09  -1.10  1.97
H  1.20  -1.15  -2.87
H  2.28  -0.09  -1.99
H  1.43  0.53  -3.42
H  0.32  1.37  -1.35
H  -0.74  0.33  -2.25
H  1.35  1.50  0.35
H  1.47  1.03  1.92
H  -1.55  -2.08  -0.15
H  -0.89  -2.01  -1.78
H  0.03  -2.74  -0.48
H  0.37  -2.14  1.77
H  0.64  -0.78  2.85
H  -0.97  -1.11  2.25
H  -2.44  1.55  0.86
H  -1.00  1.87  1.30
O  -1.92  2.19  1.36

***

Last place for stability: arrangement i

***

Arrangement i

ORCA calculation (ωB97M-V/def2-TZVPD) on 4 unconnected molecules or ions with the total composition C16H32O8S4.

Calculated values
highest occupied orbital energy = -10.0 eV
SMILES = O=S1(=O)CCCC1.O=S1(=O)CCCC1.O=S1(=O)CCCC1.O=S1(=O)CCCC1
LUMO energy = 0.360 eV
total charge = 0

Cartesian coordinates (Å):
C  -2.42  3.66  -1.37
C  -1.29  3.74  -0.27
C  0.07  3.49  -0.96
S  -0.28  2.25  -2.33
O  0.25  0.98  -1.93
O  -0.16  2.89  -3.64
C  -2.17  2.30  -1.97
H  -2.30  4.48  -2.08
H  -3.44  3.78  -1.01
H  -1.38  2.86  0.36
H  -1.10  4.68  0.24
H  0.82  3.00  -0.34
H  0.38  4.46  -1.34
H  -2.40  1.44  -1.35
H  -2.72  2.06  -2.88
C  4.31  0.83  3.34
C  5.45  -0.23  3.70
C  4.84  -1.62  3.59
S  3.94  -1.45  1.93
O  2.61  -2.00  2.13
O  4.85  -1.91  0.86
C  3.90  0.38  1.90
H  4.66  1.86  3.36
H  3.52  0.87  4.09
H  5.95  0.00  4.63
H  6.33  -0.17  3.05
H  4.04  -1.80  4.31
H  5.43  -2.51  3.79
H  2.94  0.77  1.58
H  4.77  0.53  1.26
C  -2.07  -2.09  -1.62
C  -2.86  -3.33  -2.01
C  -3.44  -3.13  -3.40
S  -4.19  -1.45  -3.25
O  -5.51  -1.50  -2.61
O  -4.01  -0.81  -4.52
C  -2.84  -0.84  -2.08
H  -1.14  -2.18  -2.17
H  -1.71  -2.05  -0.59
H  -3.66  -3.52  -1.29
H  -2.30  -4.27  -1.99
H  -4.25  -3.74  -3.79
H  -2.68  -2.92  -4.16
H  -3.17  -0.30  -1.19
H  -2.18  -0.16  -2.63
C  0.48  -0.84  -0.11
C  -0.57  -1.75  0.62
C  -1.57  -0.72  1.33
S  -0.50  0.61  1.96
O  -0.24  0.35  3.35
O  -0.93  1.90  1.41
C  0.98  0.11  0.98
H  0.04  -0.33  -0.97
H  1.38  -1.26  -0.55
H  -0.09  -2.34  1.41
H  -1.16  -2.44  0.02
H  -2.19  -1.08  2.15
H  -2.19  -0.18  0.62
H  1.66  -0.39  1.67
H  1.51  1.04  0.77

***

Arrangement ii

ORCA calculation (ωB97M-V/def2-TZVPD) on 4 unconnected molecules or ions with the total composition C16H32O8S4.

Calculated values
highest occupied orbital energy = -10.1 eV
SMILES = O=S1(=O)CCCC1.O=S1(=O)CCCC1.O=S1(=O)CCCC1.O=S1(=O)CCCC1
LUMO energy = 0.359 eV
total charge = 0

Cartesian coordinates (Å):
C  6.71  3.94  0.27
C  7.76  3.51  -0.81
C  8.32  2.05  -0.50
S  8.25  1.94  1.34
O  9.60  2.00  1.90
O  7.44  0.76  1.62
C  7.17  3.43  1.63
H  5.72  3.57  0.01
H  6.62  5.03  0.24
H  8.58  4.22  -0.81
H  7.19  3.50  -1.74
H  9.34  1.93  -0.86
H  7.61  1.31  -0.87
H  7.67  4.30  2.05
H  6.36  3.11  2.28
C  2.22  -3.35  -2.45
C  1.42  -4.63  -2.78
C  0.16  -4.70  -1.81
S  0.83  -4.01  -0.17
O  1.07  -5.10  0.82
O  -0.02  -2.84  0.07
C  2.51  -3.48  -0.93
H  1.70  -2.40  -2.51
H  3.14  -3.38  -3.03
H  2.05  -5.51  -2.68
H  1.25  -4.58  -3.86
H  -0.26  -5.70  -1.67
H  -0.51  -3.92  -2.16
H  3.18  -4.34  -0.82
H  3.13  -2.75  -0.42
C  -7.46  -4.38  1.90
C  -8.04  -3.57  3.12
C  -8.68  -2.26  2.60
S  -8.55  -2.28  0.68
O  -7.30  -1.69  0.26
O  -9.86  -1.83  0.19
C  -8.36  -4.11  0.59
H  -7.40  -5.46  1.96
H  -6.48  -4.01  1.61
H  -7.29  -3.37  3.89
H  -8.79  -4.16  3.63
H  -8.17  -1.36  2.96
H  -9.76  -2.22  2.73
H  -7.94  -4.39  -0.37
H  -9.33  -4.59  0.68
C  -1.05  5.43  -1.29
C  -0.54  4.11  -1.78
C  -0.98  3.00  -0.67
S  -0.73  3.82  0.97
O  0.69  3.52  1.31
O  -1.89  3.71  1.87
C  -0.92  5.57  0.21
H  -2.08  5.56  -1.61
H  -0.63  6.25  -1.87
H  0.53  4.07  -1.97
H  -1.01  3.77  -2.71
H  -0.37  2.10  -0.60
H  -2.01  2.66  -0.66
H  -0.02  6.16  0.37
H  -1.80  6.03  0.66

***

Last place for stability: arrangement i

***

Arrangement i

ORCA calculation (ωB97M-V/def2-TZVPD) on 2 unconnected molecules or ions with the total composition C4H3I.

Calculated values
highest occupied orbital energy = -9.5 eV
SMILES = C#CI.C#C
LUMO energy = 0.252 eV
total charge = 0

Cartesian coordinates (Å):
C  -0.51  0.54  -1.23
C  1.64  -0.62  0.53
C  -1.35  -0.29  -1.34
C  1.02  -0.45  1.55
I  3.13  -1.02  -0.78
H  0.26  1.16  -1.03
H  -2.22  -1.02  -1.41
H  0.27  -0.40  2.36

***

Arrangement ii

ORCA calculation (ωB97M-V/def2-TZVPD) on a molecular structure, C4H3I.

Calculated values
highest occupied orbital energy = -8.3 eV
LUMO energy = 0.252 eV
total charge = 0

Cartesian coordinates (Å):
C  -1.15  -0.84  0.72
C  -0.28  -1.30  1.64
C  -0.60  0.31  0.07
C  0.75  -0.83  0.82
I  -0.24  -2.69  3.18
H  -0.86  0.61  -1.04
H  -0.47  1.05  0.72
H  1.44  -1.38  0.15

***

Last place for stability: arrangement ii

***

Arrangement i

ORCA calculation (ωB97M-V/def2-TZVPD) on a molecular structure, C4H3I.

Calculated values
highest occupied orbital energy = -8.5 eV
LUMO energy = -0.520 eV
total charge = 0

Cartesian coordinates (Å):
C  -0.58  0.07  -1.08
C  0.64  0.47  -0.74
C  -1.58  -0.44  -0.45
C  1.54  0.85  0.16
I  0.92  -0.35  1.81
H  -2.21  -1.36  -0.58
H  -1.13  -0.66  0.67
H  2.40  1.41  0.21

***

Arrangement ii

ORCA calculation (ωB97M-V/def2-TZVPD) on C4H3I in the gas phase.

Calculated values
highest occupied orbital energy (spin up / spin down) = -8.1 / -8.1 eV
LUMO energy (spin up / spin down) = -0.446 / -0.445 eV
total charge = 0

Cartesian coordinates (Å):
C  -1.05  -1.27  -0.09
C  -0.45  -0.33  0.43
C  -0.43  0.90  -0.38
C  0.67  0.65  0.47
I  2.72  -0.03  -0.11
H  -1.82  -1.96  -0.29
H  -0.41  0.90  -1.46
H  0.77  1.15  1.42

***

Arrangement iii

ORCA calculation (ωB97M-V/def2-TZVPD) on C4H3I in the gas phase.

Calculated values
highest occupied orbital energy = -8.8 eV
SMILES = C#C/C=C/I
LUMO energy = -0.102 eV
total charge = 0

Cartesian coordinates (Å):
C  0.78  0.14  -0.42
C  0.66  1.21  -1.06
C  -0.03  -0.61  0.50
C  -0.38  0.04  1.64
I  -1.37  -1.04  3.16
H  -0.34  -1.54  0.06
H  1.14  2.01  -1.55
H  -0.22  1.22  1.78

***

Last place for stability: arrangement ii

***

Arrangement i

ORCA calculation (ωB97M-V/def2-TZVPD) on C7H8O in the gas phase.

Calculated values
highest occupied orbital energy = -8.7 eV
SMILES = O=CC1=C[C@H]2C[C@@H]1C2
LUMO energy = 0.039 eV
total charge = 0

Cartesian coordinates (Å):
C  2.30  0.50  0.08
C  0.82  0.40  0.02
C  -0.19  1.27  -0.32
C  -1.35  0.45  -0.19
C  -0.84  -0.79  -0.90
C  0.25  -0.88  0.26
C  -1.00  -0.27  1.16
H  2.65  1.43  -0.18
H  0.25  2.41  -0.18
H  -2.49  0.78  -0.42
H  -0.33  -0.74  -1.84
H  -1.30  -1.82  -1.09
H  0.97  -1.73  0.27
H  -0.99  0.52  2.09
H  -1.75  -1.01  1.20
O  2.98  -0.53  0.02

***

Arrangement ii

ORCA calculation (ωB97M-V/def2-TZVPD) on C7H8O in the gas phase.

Calculated values
highest occupied orbital energy = -8.3 eV
SMILES = C=C[C@@H]1OC=CC1=C
LUMO energy = 1.007 eV
total charge = 0

Cartesian coordinates (Å):
C  -2.75  -0.32  0.17
C  -1.46  -0.34  0.50
C  -0.29  -0.40  -0.43
C  1.82  -0.92  0.18
C  1.92  0.42  0.44
C  0.55  0.85  -0.04
C  0.05  2.06  -0.21
H  -3.07  -0.12  -0.88
H  -3.58  -0.16  0.82
H  -1.14  -0.69  1.58
H  -0.90  -0.32  -1.44
H  2.43  -1.74  0.16
H  2.68  1.07  0.57
H  -1.01  2.35  -0.62
H  0.58  3.03  -0.16
O  0.62  -1.44  -0.46

***

Arrangement iii

ORCA calculation (ωB97M-V/def2-TZVPD) on a molecular structure, C7H8O.

Calculated values
highest occupied orbital energy (spin up / spin down) = -9.1 / -9.1 eV
LUMO energy (spin up / spin down) = -1.415 / -1.414 eV
total charge = 0

Cartesian coordinates (Å):
C  0.61  1.89  0.39
C  0.44  0.65  -0.52
C  1.50  -0.35  -0.11
C  2.58  -0.87  0.07
O  0.38  0.84  -1.77
H  1.63  2.27  0.31
H  -0.14  2.62  0.09
H  0.44  1.60  1.43
H  3.52  -1.32  0.28
C  -1.02  -1.93  -0.42
C  -1.30  0.00  0.04
C  -2.31  0.39  0.57
H  -0.93  -2.40  0.55
H  -0.22  -2.11  -1.13
H  -1.99  -1.93  -0.89
H  -3.18  0.64  1.13

***

Last place for stability: arrangement iii